Entry 1:
ORCA calculation (ωB97M-V/def2-TZVPD) on a cluster of 12 separate species, C25H77O15P2S in total in a non-equilibrium geometry.

Results
Total energy: -3207.77276 Eh
LUMO level: -3.74 eV
Max |F|: 5.8 eV Å⁻¹
Kohn-Sham gap: 7.513 eV
Total charge: +1

XYZ file:
```
120
C25H77O15P2S ωB97M-V/def2-TZVPD
O -2.571 2.779 -0.125
P -3.482 1.673 0.374
P -2.532 0.560 2.007
C -0.875 -0.165 1.608
C -0.941 -1.383 0.616
C -1.407 -0.854 -0.779
S -0.570 -1.576 -2.240
O -0.260 -0.440 -3.139
O -1.514 -2.489 -2.909
O 0.876 -2.275 -1.913
H -4.720 2.244 0.792
H -3.806 0.776 -0.682
H -2.348 1.486 3.074
H -3.376 -0.516 2.394
H -0.181 0.578 1.185
H -0.468 -0.534 2.564
H -1.665 -2.079 1.069
H 0.011 -1.911 0.602
H -2.482 -1.042 -0.879
H -1.232 0.232 -0.824
H 0.735 -3.185 -1.596
C 1.656 -4.433 4.039
C 0.578 -4.158 3.009
O 0.534 -2.764 2.687
H 1.470 -3.860 4.948
H 1.694 -5.493 4.292
H 2.637 -4.129 3.662
H -0.399 -4.445 3.397
H 0.763 -4.722 2.088
H 1.397 -2.513 2.340
C 0.227 2.911 -3.287
C 0.788 3.906 -2.289
O -0.267 4.586 -1.619
H -0.400 3.416 -4.023
H 1.029 2.386 -3.809
H -0.401 2.174 -2.781
H 1.399 4.655 -2.791
H 1.410 3.395 -1.545
H -0.796 3.920 -1.176
C 3.590 -5.446 -1.469
C 2.771 -5.597 -0.207
O 1.404 -5.882 -0.525
H 3.185 -4.649 -2.093
H 4.630 -5.213 -1.233
H 3.566 -6.363 -2.064
H 2.787 -4.671 0.370
H 3.166 -6.402 0.423
H 1.386 -6.701 -1.027
C 5.239 -3.816 -6.087
C 4.417 -4.285 -4.901
O 4.408 -3.303 -3.865
H 6.264 -3.605 -5.780
H 5.256 -4.570 -6.875
H 4.829 -2.891 -6.498
H 4.841 -5.197 -4.481
H 3.386 -4.493 -5.204
H 4.026 -2.501 -4.229
C -0.356 -9.135 0.979
C 0.287 -8.666 2.269
O 1.707 -8.672 2.158
H -0.020 -10.142 0.728
H -1.445 -9.139 1.061
H -0.069 -8.484 0.149
H 0.020 -9.327 3.093
H -0.045 -7.651 2.519
H 1.942 -8.081 1.440
C -8.201 0.786 -1.288
C -6.723 1.109 -1.276
O -6.066 0.428 -0.194
H -8.664 1.076 -0.344
H -8.709 1.305 -2.101
H -8.359 -0.289 -1.407
H -6.563 2.180 -1.137
H -6.254 0.812 -2.220
H -6.203 -0.517 -0.323
C 1.105 8.343 -1.747
C 0.248 8.170 -0.508
O -1.101 7.907 -0.869
H 0.727 9.162 -2.360
H 2.144 8.552 -1.482
H 1.076 7.440 -2.363
H 0.263 9.080 0.094
H 0.618 7.342 0.109
H -1.105 7.097 -1.390
C 2.413 8.081 2.885
C 1.363 7.088 3.346
O 0.150 7.757 3.690
H 2.616 8.814 3.666
H 3.345 7.573 2.630
H 2.064 8.634 2.009
H 1.710 6.555 4.230
H 1.152 6.353 2.560
H -0.160 8.220 2.908
C 4.568 -0.322 -0.716
C 3.542 -1.311 -0.202
O 2.326 -0.639 0.136
H 4.774 0.440 0.037
H 5.502 -0.824 -0.973
H 4.194 0.195 -1.604
H 3.911 -1.810 0.695
H 3.326 -2.074 -0.957
H 2.008 -0.212 -0.665
C -8.001 -1.790 -4.688
C -7.359 -2.569 -3.555
O -8.252 -2.692 -2.447
H -8.294 -0.795 -4.348
H -7.316 -1.686 -5.530
H -8.907 -2.291 -5.035
H -6.465 -2.055 -3.198
H -7.069 -3.570 -3.890
H -9.035 -3.154 -2.756
C 3.994 6.749 7.911
C 2.930 6.014 7.118
O 3.361 5.784 5.777
H 4.229 7.704 7.438
H 3.662 6.936 8.933
H 4.920 6.170 7.945
H 2.015 6.605 7.069
H 2.695 5.053 7.587
H 4.161 5.256 5.815
```

Entry 2:
ORCA calculation (ωB97M-V/def2-TZVPD) on an isolated molecule of C17H18N4OS in a non-equilibrium geometry.

Results
SMILES string: CC(C)(C)c1ccccc1Oc1ncccc1Nc1nncs1
Total energy: -1350.92082 Eh
LUMO level: 0.52 eV
Max |F|: 5.5 eV Å⁻¹
Relative energy (zero: lowest compared OMol25 entry of this formula, charge and spin): 119.31 kcal/mol
Kohn-Sham gap: 8.651 eV

XYZ file:
```
41
C17H18N4OS ωB97M-V/def2-TZVPD
N 1.579 -5.510 1.392
N 1.335 -4.426 0.519
N -0.222 0.402 -1.977
O -0.286 0.508 0.434
S 0.585 -3.722 2.844
C 1.303 -5.274 2.683
C 0.797 -3.389 1.126
C -0.223 -0.362 -3.079
C -0.162 -0.126 -0.708
C -0.127 -1.738 -3.026
C -2.297 3.505 -0.249
C -1.457 4.458 0.250
C -1.875 2.221 -0.128
C 0.110 -2.354 -1.736
C -0.236 4.167 0.855
C -0.614 1.847 0.454
C 0.140 -1.536 -0.549
C 0.283 2.875 0.961
N 0.377 -2.109 0.738
C 1.292 1.357 2.777
C 2.516 3.605 2.348
C 2.569 1.928 0.589
C 1.642 2.479 1.716
H 1.437 -5.962 3.487
H -0.224 0.223 -3.963
H -0.125 -2.133 -4.037
H -3.246 3.913 -0.610
H -1.836 5.453 0.203
H -2.679 1.582 -0.378
H 0.199 -3.496 -1.953
H 0.377 4.985 1.308
H 0.433 -1.436 1.562
H 0.485 1.810 3.426
H 0.862 0.412 2.452
H 2.172 1.137 3.390
H 2.521 4.544 1.896
H 2.217 3.575 3.349
H 3.616 3.245 2.562
H 3.616 1.588 0.857
H 2.168 0.926 0.279
H 2.676 2.525 -0.368
```

Entry 3:
ORCA calculation (ωB97M-V/def2-TZVPD) on a structure of composition C21H48Cl3GeN10Pd in a non-equilibrium geometry.

Results
Total energy: -4960.36108 Eh
LUMO level (spin up / spin down): -10.04 / -14.31 eV
Max |F|: 3.4 eV Å⁻¹
Spin multiplicity: 6
Relative energy (zero: lowest compared OMol25 entry of this formula, charge and spin): 26.56 kcal/mol
Kohn-Sham gap (spin up / spin down): 9.392 / 5.158 eV
Total charge: +4

XYZ file:
```
84
C21H48Cl3GeN10Pd ωB97M-V/def2-TZVPD
Pd 0.412 -0.325 -0.505
C -1.095 -5.956 -0.041
N -0.410 -4.746 0.322
C 0.183 -4.726 1.629
C -0.505 -3.605 -0.453
N -0.781 -2.409 -0.006
C -1.315 -2.113 1.298
C -2.175 -0.842 1.177
N -1.459 0.289 0.556
C -2.313 0.910 -0.467
C -1.602 1.943 -1.339
N -0.574 1.294 -2.128
C -0.012 1.975 -3.135
N 0.396 3.273 -2.974
C 0.126 4.316 -3.937
C 0.896 3.727 -1.705
N 0.209 1.385 -4.321
C -0.565 0.253 -4.749
C 1.161 1.862 -5.286
C -1.007 1.289 1.536
C -0.078 0.744 2.618
N 1.162 0.267 2.040
C 2.211 0.170 2.781
N 3.442 -0.155 2.207
C 4.217 -1.203 2.802
C 4.175 0.801 1.429
N 2.261 0.360 4.151
C 3.368 1.052 4.752
C 1.459 -0.408 5.071
N -0.323 -3.746 -1.794
C -0.772 -2.689 -2.653
C 0.493 -4.784 -2.363
H -0.395 -6.793 -0.128
H -1.638 -5.847 -0.977
H -1.805 -6.242 0.743
H 0.739 -5.656 1.770
H -0.561 -4.693 2.432
H 0.869 -3.888 1.720
H -0.504 -1.974 2.025
H -1.977 -2.910 1.656
H -2.561 -0.569 2.164
H -3.035 -1.101 0.556
H -3.176 1.396 0.010
H -2.674 0.121 -1.135
H -1.225 2.773 -0.721
H -2.360 2.383 -2.005
H -0.432 3.943 -4.790
H 1.056 4.769 -4.292
H -0.464 5.113 -3.473
H 1.247 2.871 -1.119
H 0.158 4.296 -1.127
H 1.737 4.402 -1.888
H -1.290 -0.033 -3.992
H 0.094 -0.584 -4.991
H -1.102 0.512 -5.669
H 1.873 2.548 -4.842
H 0.678 2.344 -6.137
H 1.706 1.007 -5.690
H -1.872 1.747 2.034
H -0.468 2.081 1.004
H -0.585 -0.052 3.170
H 0.117 1.545 3.341
H 4.944 -0.838 3.541
H 4.796 -1.698 2.020
H 3.567 -1.932 3.284
H 3.510 1.563 1.025
H 4.689 0.292 0.611
H 4.960 1.290 2.021
H 3.771 1.802 4.078
H 4.173 0.381 5.081
H 3.015 1.559 5.653
H 0.796 -1.092 4.550
H 0.866 0.252 5.711
H 2.104 -0.993 5.733
H -1.848 -2.537 -2.529
H -0.565 -2.955 -3.687
H -0.255 -1.732 -2.402
H -0.111 -5.514 -2.910
H 1.066 -5.293 -1.597
H 1.186 -4.345 -3.081
Cl 4.486 0.662 -2.046
Ge 2.537 -0.262 -2.289
Cl 2.778 -1.755 -3.840
Cl 2.366 -1.689 -0.435
```

Entry 4:
ORCA calculation (ωB97M-V/def2-TZVPD) on a cluster of 2 separate species, C3H9N2S in total in a non-equilibrium geometry.

Results
Total energy: -627.08165 Eh
LUMO level: -3.99 eV
Max |F|: 3.2 eV Å⁻¹
Relative energy (zero: lowest compared OMol25 entry of this formula, charge and spin): 55.48 kcal/mol
Kohn-Sham gap: 10.022 eV
Total charge: +1

XYZ file:
```
15
C3H9N2S ωB97M-V/def2-TZVPD
C 1.313 -1.423 0.492
C -1.092 -1.322 0.769
C 0.107 1.892 -0.941
N 0.202 -0.878 0.406
N 0.972 1.420 -0.173
S -1.450 1.141 -0.761
H 1.559 -2.439 0.823
H 2.070 -0.750 0.136
H -0.887 -2.143 1.466
H -1.692 -0.479 1.066
H 0.307 2.664 -1.698
H 0.449 0.089 0.110
H 1.920 1.736 -0.111
H -1.586 -1.665 -0.197
H -2.191 2.156 -1.388
```

Entry 5:
ORCA calculation (ωB97M-V/def2-TZVPD) on a cluster of 2 separate species, C3H4N2O2 in total in a non-equilibrium geometry.

Results
Total energy: -376.61371 Eh
LUMO level (spin up / spin down): -1.76 / -1.72 eV
Max |F|: 5.0 eV Å⁻¹
Relative energy (zero: lowest compared OMol25 entry of this formula, charge and spin): 94.18 kcal/mol
Kohn-Sham gap (spin up / spin down): 9.273 / 9.266 eV

XYZ file:
```
11
C3H4N2O2 ωB97M-V/def2-TZVPD
C 1.406 0.215 0.840
C -0.730 -0.336 -0.383
C 0.065 0.522 0.570
N 2.492 -0.086 1.054
N -0.459 -1.649 -0.240
O -1.554 0.113 -1.137
O 0.334 2.309 -0.485
H -0.490 1.035 1.345
H 0.275 -1.990 0.358
H -0.960 -2.309 -0.805
H -0.379 2.176 -1.117
```

Entry 6:
ORCA calculation (ωB97M-V/def2-TZVPD) on a cluster of 2 separate species, C5H12N2O in total in a non-equilibrium geometry.

Results
SMILES string: C/C=C\N.CC(N)=O
Total energy: -382.39691 Eh
LUMO level: 0.75 eV
Max |F|: 4.3 eV Å⁻¹
Relative energy (zero: lowest compared OMol25 entry of this formula, charge and spin): 66.28 kcal/mol
Kohn-Sham gap: 8.201 eV

XYZ file:
```
20
C5H12N2O ωB97M-V/def2-TZVPD
C 0.402 0.696 -2.263
C 0.123 -0.468 -1.327
N 1.281 -0.759 -0.494
O -0.632 -1.388 -1.640
H 2.193 -0.451 -0.806
H 1.227 -1.669 -0.054
H -0.502 0.931 -2.820
H 0.728 1.578 -1.712
H 1.189 0.410 -2.963
C 0.456 -0.108 2.357
N -1.979 -0.433 0.690
C -1.005 0.536 0.371
C 0.142 0.682 1.129
H -2.868 -0.266 0.238
H -1.696 -1.379 0.448
H -1.366 1.410 -0.163
H 0.742 1.568 0.965
H 0.051 -1.116 2.280
H 1.530 -0.140 2.540
H -0.018 0.366 3.223
```

Entry 7:
ORCA calculation (ωB97M-V/def2-TZVPD) on a cluster of 2 separate species, C13H22IN3O6PS in total in a non-equilibrium geometry.

Results
Total energy: -2161.26563 Eh
LUMO level: -3.44 eV
Max |F|: 1.6 eV Å⁻¹
Kohn-Sham gap: 7.481 eV
Total charge: +1

XYZ file:
```
47
C13H22IN3O6PS ωB97M-V/def2-TZVPD
C 3.725 -0.168 1.498
C 4.085 0.965 0.900
C 3.082 1.972 0.383
C 2.438 1.652 -0.987
P 3.402 0.494 -2.071
N 3.598 -0.957 -1.557
O 4.743 1.346 -2.120
O 2.740 0.614 -3.523
O 2.535 2.933 -1.733
C 1.505 3.011 -2.612
O 1.331 3.864 -3.409
O 0.671 1.951 -2.405
C 0.885 1.538 -1.046
C 0.166 2.538 -0.144
C -1.275 2.900 -0.552
C -2.393 2.241 0.257
I -3.059 0.392 -0.569
N 0.389 0.186 -0.965
C 0.274 -0.468 0.036
S 0.033 -1.244 1.374
H 2.793 -0.266 2.044
H 4.377 -1.033 1.459
H 5.132 1.221 0.770
H 3.557 2.946 0.274
H 2.298 2.077 1.140
H 3.285 -1.681 -2.192
H 5.461 0.773 -2.422
H 2.591 -0.252 -3.915
H 0.750 3.455 -0.075
H 0.138 2.129 0.873
H -1.384 3.969 -0.347
H -1.447 2.780 -1.622
H -3.251 2.906 0.305
H -2.064 2.049 1.277
C -3.039 -4.190 2.909
C -3.493 -2.855 2.441
O -3.260 -1.792 2.888
N -4.429 -2.830 1.197
C -4.644 -4.064 0.388
H -2.442 -4.038 3.804
H -3.891 -4.828 3.148
H -2.434 -4.681 2.145
H -4.074 -2.054 0.623
H -5.314 -2.456 1.553
H -3.746 -4.263 -0.189
H -5.482 -3.893 -0.282
H -4.869 -4.893 1.050
```

Entry 8:
ORCA calculation (ωB97M-V/def2-TZVPD) on a structure of composition C12H28AgF2N4O4 in a non-equilibrium geometry.

Results
Total energy: -1340.67658 Eh
LUMO level: 2.45 eV
Max |F|: 2.1 eV Å⁻¹
Relative energy (zero: lowest compared OMol25 entry of this formula, charge and spin): 43.72 kcal/mol
Kohn-Sham gap: 5.409 eV
Total charge: -1

XYZ file:
```
51
C12H28AgF2N4O4 ωB97M-V/def2-TZVPD
Ag 1.422 0.001 -0.015
F 2.661 -0.049 -2.035
F 2.731 1.960 0.333
C 1.015 4.104 -2.996
O 1.981 3.439 -2.736
N -0.233 3.900 -2.475
C -1.318 4.735 -2.940
C -0.620 2.759 -1.694
H 1.067 5.049 -3.565
H -1.060 5.641 -3.480
H -1.937 5.030 -2.083
H -1.932 4.021 -3.514
H 0.248 2.162 -1.402
H -1.114 3.034 -0.761
H -1.329 2.105 -2.219
C 1.188 -2.683 -1.899
O 0.715 -2.286 -0.859
N 0.569 -3.587 -2.732
C -0.691 -4.188 -2.334
C 0.940 -3.684 -4.123
H 2.193 -2.438 -2.280
H -1.119 -3.720 -1.451
H -0.511 -5.238 -2.085
H -1.417 -4.119 -3.147
H 1.737 -2.986 -4.364
H 1.169 -4.723 -4.389
H 0.072 -3.492 -4.765
C 2.446 -0.489 2.938
O 1.630 -0.956 2.172
N 2.376 -0.559 4.279
C 3.454 -0.086 5.117
C 1.374 -1.295 5.017
H 3.336 0.064 2.612
H 3.151 0.717 5.793
H 4.245 0.352 4.507
H 3.903 -0.909 5.677
H 1.017 -0.731 5.885
H 0.504 -1.526 4.409
H 1.756 -2.200 5.500
C -1.531 -0.041 1.443
O -0.575 0.653 1.167
N -2.801 0.191 1.025
C -3.850 -0.763 1.275
C -3.137 1.450 0.381
H -1.398 -0.904 2.110
H -4.756 -0.180 1.474
H -3.744 -1.453 2.110
H -4.129 -1.352 0.393
H -4.169 1.722 0.605
H -2.492 2.206 0.820
H -3.035 1.342 -0.699
```